# 1
Entry from the Open Molecules 2025 dataset: a structure of composition C32H51Cl24F9N4O10 (the ωB97M-V functional and the def2-TZVPD basis).

```
130
Properties=species:S:1:pos:R:3:lowdin_charge:R:1
C 4.19675 -7.11889 3.87047 -0.32
O 4.25320 -7.70013 2.75479 -0.05
N 3.71952 -5.85742 3.96568 -0.19
C 3.75068 -5.01120 5.12747 -0.08
C 3.14363 -5.18216 2.75628 -0.04
H 4.72691 -7.43418 4.78246 0.13
H 2.77347 -4.65928 5.45809 0.05
H 4.38671 -4.14179 4.96108 0.09
H 4.18567 -5.52819 5.98280 0.09
H 3.90618 -4.54410 2.30965 0.09
H 2.67915 -5.87078 2.05047 0.08
H 2.36193 -4.51073 3.11155 0.07
C 3.14462 -9.21925 7.00839 -0.36
O 3.20461 -8.08350 7.48801 -0.04
N 3.48547 -10.34014 7.62495 -0.17
C 3.28565 -11.70732 7.02099 -0.02
C 4.21726 -10.29896 8.85132 -0.07
H 2.82061 -9.37026 5.96704 0.14
H 4.22702 -12.09840 6.63501 0.09
H 2.53590 -11.71194 6.22983 0.08
H 2.90195 -12.30650 7.84675 0.07
H 5.04068 -11.00582 8.74916 0.09
H 4.54002 -9.30997 9.17666 0.07
H 3.68353 -10.68985 9.71759 0.07
C 0.71269 -6.51123 10.23120 -0.40
O 0.19262 -5.41498 10.19616 -0.02
N 0.28713 -7.54755 10.93501 -0.14
C 1.17945 -8.70970 11.08657 -0.03
C -1.09245 -7.66085 11.52723 -0.01
H 1.56150 -6.76716 9.57833 0.13
H 0.59781 -9.60092 10.85095 0.06
H 1.25855 -8.69284 12.17356 0.06
H 2.08175 -8.81735 10.48458 0.09
H -1.62017 -6.70712 11.52351 0.08
H -1.74894 -8.35266 10.99951 0.04
H -1.04915 -8.13393 12.50826 0.06
C -6.91114 -11.92305 14.12519 -0.30
O -7.96869 -12.44170 13.70918 -0.02
N -5.88876 -11.62480 13.27170 -0.16
C -4.64585 -11.05329 13.72178 -0.07
C -6.10256 -11.68905 11.78140 -0.04
H -6.72720 -11.73091 15.19358 0.14
H -4.71517 -11.00569 14.80854 0.07
H -4.53893 -9.99833 13.46937 0.08
H -3.76593 -11.62305 13.42311 0.08
H -5.61605 -11.06172 11.03451 0.03
H -6.07376 -12.69967 11.37408 0.08
H -7.16033 -11.49384 11.60501 0.08
C 0.54714 -6.21263 14.49706 -0.05
C 1.25272 -5.35686 13.39185 -0.13
O 1.84033 -4.12217 13.97563 0.01
C 2.94605 -4.08838 14.64303 -0.39
O 3.49506 -5.04099 15.20205 0.10
C 3.53235 -2.61777 14.60386 -0.54
F 4.66833 -2.65979 13.97269 0.19
F 2.76486 -1.76977 13.92678 0.12
F 3.79256 -2.15065 15.86087 0.14
H -0.03143 -5.61788 15.20391 0.08
H 1.22981 -6.61718 15.24432 0.07
H -0.07479 -7.04456 14.16656 0.04
H 0.64785 -4.97739 12.56829 0.10
H 2.07895 -5.99093 13.07028 0.03
C 1.97940 -12.08729 12.12648 -0.08
C 2.38257 -11.28333 13.35206 -0.19
O 1.09162 -10.88446 13.83646 0.00
C 0.73863 -10.82486 15.11265 -0.29
O 1.49833 -11.15532 16.09946 0.09
C -0.66842 -10.25151 15.40809 -0.51
F -0.60847 -8.98925 15.87633 0.16
F -1.47642 -10.33814 14.32827 0.14
F -1.22684 -10.98912 16.38355 0.16
H 2.88347 -12.48455 11.66502 0.08
H 1.35862 -11.56158 11.40096 0.04
H 1.55893 -13.07291 12.32612 0.07
H 3.05407 -10.43959 13.19300 0.04
H 2.89280 -11.96716 14.03039 0.13
C -3.21971 -4.62605 13.08398 -0.06
C -4.42471 -5.59601 13.23792 -0.19
O -4.59543 -6.17525 14.57342 0.02
C -3.80599 -7.25415 14.95611 -0.26
O -2.84223 -7.71323 14.29981 0.09
C -4.15261 -7.87230 16.35278 -0.44
F -5.46357 -7.65307 16.86474 0.10
F -3.86840 -9.19107 16.29761 0.14
F -3.23705 -7.39618 17.20927 0.16
H -3.18730 -3.97188 13.95525 0.08
H -3.13617 -4.04821 12.16354 0.06
H -2.32102 -5.23874 13.15505 0.04
H -4.45595 -6.38036 12.48167 0.08
H -5.27443 -5.02491 12.86386 0.11
C -0.17268 -0.51104 14.00290 -1.48
Cl -0.60384 -1.83371 12.83162 0.50
Cl -1.61766 0.42496 14.31208 0.54
Cl 1.03233 0.59270 13.29249 0.53
H 0.23645 -0.97946 14.89807 0.02
C -0.42415 -6.45608 5.96943 -1.45
Cl -0.43443 -7.83321 7.05710 0.54
Cl -2.12595 -5.86989 5.61910 0.49
Cl 0.37361 -6.93155 4.43971 0.53
H 0.24384 -5.71398 6.40666 -0.02
C -1.09917 -12.88536 9.32002 -1.47
Cl -1.91034 -11.94887 10.63508 0.50
Cl 0.13575 -14.10084 9.81173 0.53
Cl -0.41367 -11.75772 8.13480 0.52
H -1.84479 -13.57601 8.92612 0.00
C -6.00675 -8.37003 9.53967 -1.52
Cl -6.44976 -7.34333 8.14301 0.52
Cl -7.09445 -7.93826 10.88708 0.54
Cl -4.27751 -8.18455 9.83649 0.54
H -6.31459 -9.34822 9.17024 -0.04
C -4.66145 -11.54565 6.59138 -1.44
Cl -3.82036 -13.02609 6.18020 0.55
Cl -3.88982 -10.05646 5.77255 0.46
Cl -4.71732 -11.34899 8.35175 0.54
H -5.67341 -11.55370 6.18645 0.02
C 5.00368 -7.23757 12.84324 -1.39
Cl 3.68388 -8.20105 13.70382 0.59
Cl 4.39399 -5.94425 11.73950 0.55
Cl 5.92687 -8.23197 11.74693 0.55
H 5.71309 -6.77730 13.53098 0.03
C -4.61515 -4.42134 8.02693 -1.62
Cl -5.90927 -3.64829 7.09374 0.52
Cl -5.07504 -4.50702 9.69894 0.54
Cl -3.23559 -3.38877 7.89270 0.52
H -4.36868 -5.40486 7.62687 -0.03
C 0.85102 -2.42739 9.17724 -1.56
Cl -0.55480 -1.48138 9.34906 0.56
Cl 2.30019 -1.42985 9.57357 0.48
Cl 1.14229 -3.08962 7.55455 0.53
H 0.78543 -3.21810 9.92462 -0.02
```


# 2
Entry from the Open Molecules 2025 dataset: a structure of composition C21H43AgN7P2 (the ωB97M-V functional and the def2-TZVPD basis).

```
74
Properties=species:S:1:pos:R:3:lowdin_charge:R:1
Ag 0.61719 0.31804 -0.14762 0.59
N 0.52566 0.91683 1.83639 -0.39
P 0.69540 2.45950 1.80014 0.44
N 0.60412 3.01231 3.38288 -0.18
C 0.85345 2.06185 4.48252 -0.23
C -0.23172 2.18239 5.54463 -0.17
C -0.54114 3.65398 5.88868 -0.19
C 0.51734 4.57113 5.29405 -0.19
C 0.54886 4.42893 3.77705 -0.21
N 2.12412 3.00206 1.05945 -0.22
C 3.29030 2.14321 1.37511 -0.25
C 4.55101 2.75372 0.78832 -0.19
C 4.91636 4.05106 1.51874 -0.19
C 3.64027 4.75606 1.99828 -0.19
C 2.48490 4.44415 1.05792 -0.23
N -0.50241 3.29466 0.96296 -0.22
C -1.89001 3.06323 1.35291 -0.24
C -2.59854 4.34831 1.76120 -0.18
C -2.43270 5.43600 0.69940 -0.20
C -0.97859 5.60095 0.25747 -0.18
C -0.40102 4.24590 -0.12683 -0.23
H 1.84956 2.22784 4.90967 0.11
H 0.85341 1.06383 4.05584 0.08
H 0.08972 1.63126 6.43223 0.11
H -1.13216 1.68277 5.18037 0.10
H -0.61523 3.79901 6.96690 0.11
H -1.51301 3.93946 5.47381 0.10
H 1.49956 4.33893 5.71516 0.11
H 0.31994 5.61735 5.53551 0.12
H 1.38463 5.00857 3.38682 0.08
H -0.35891 4.88648 3.37470 0.09
H 3.10658 1.14512 0.98741 0.06
H 3.41450 2.02310 2.46104 0.12
H 4.37934 2.94698 -0.27491 0.11
H 5.36832 2.03312 0.84074 0.11
H 5.48486 4.70861 0.85812 0.11
H 5.56535 3.82912 2.36805 0.11
H 3.78813 5.83640 2.05378 0.12
H 3.37802 4.43014 3.00880 0.10
H 2.76284 4.74404 0.04065 0.12
H 1.61688 5.04438 1.31200 0.08
H -1.92894 2.30177 2.13083 0.10
H -2.41364 2.64632 0.47325 0.08
H -2.20506 4.68428 2.72242 0.09
H -3.66086 4.14279 1.92272 0.11
H -2.84441 6.38262 1.05292 0.11
H -3.02515 5.15688 -0.18202 0.11
H -0.38049 6.03177 1.06786 0.10
H -0.91708 6.28802 -0.59036 0.11
H 0.61763 4.29715 -0.49525 0.09
H -1.00315 3.85655 -0.96904 0.11
C -4.28541 -0.32182 -3.24879 -0.11
N -2.77839 -0.54627 -3.50071 -0.07
C -2.48663 -2.05267 -3.33228 -0.11
N -2.91029 -2.51186 -2.06030 -0.14
C -4.33795 -2.24623 -1.87713 -0.15
N -4.66445 -0.82236 -1.97790 -0.14
C -4.08604 -0.04039 -0.87039 -0.31
P -2.23795 -0.11573 -0.76681 0.99
C -1.93311 0.28325 -2.55892 -0.28
C -2.10050 -1.95745 -0.95919 -0.31
H -4.79068 -0.85611 -4.05290 0.15
H -4.45459 0.74939 -3.33974 0.14
H -2.57209 -0.28400 -4.46446 0.18
H -1.41490 -2.17350 -3.47927 0.14
H -3.03750 -2.54201 -4.13495 0.15
H -4.64477 -2.61245 -0.89994 0.14
H -4.89452 -2.78551 -2.64449 0.14
H -4.49738 -0.41084 0.06911 0.10
H -4.39803 1.00172 -0.95701 0.09
H -0.89288 0.11679 -2.84245 0.09
H -2.16290 1.33223 -2.75091 0.10
H -2.42523 -2.42208 -0.02718 0.10
H -1.05738 -2.25016 -1.09277 0.09
```

Properties
ΔE to the lowest compared entry with this formula, charge and spin   37.1 kcal per mole
Net charge   +1


# 3
Entry from the Open Molecules 2025 dataset: a cluster of 2 separate species, C4H14N3 in total (the ωB97M-V functional and the def2-TZVPD basis).

```
21
Properties=species:S:1:pos:R:3:lowdin_charge:R:1
N -0.59848 2.30447 -1.04666 0.21
C -1.12160 1.65881 -2.05166 -0.16
N -1.46990 0.39978 -2.01534 0.21
H -0.43734 1.87998 -0.14010 0.08
H -0.25730 3.24180 -1.18913 0.15
H -1.29228 2.19649 -2.97536 0.17
H -1.88998 -0.03134 -2.82385 0.15
H -1.23712 -0.18283 -1.21931 0.10
C 1.12817 -1.59716 1.13803 -0.30
C 0.16835 -0.48233 0.72799 -0.30
C -0.00112 0.62417 1.77287 -0.11
N 1.17741 -2.59549 0.07836 -0.01
H 0.72829 -2.06770 2.03436 0.12
H 2.09672 -1.15979 1.38987 0.12
H -0.78606 -0.97704 0.50801 0.10
H 0.54918 -0.07120 -0.21861 0.09
H 0.68850 1.45393 1.60661 0.08
H 0.22886 0.25902 2.77001 0.08
H -1.00634 1.04547 1.77344 0.08
H 1.41325 -3.50460 0.46287 0.07
H 1.91878 -2.39442 -0.58240 0.07
```

Properties
ΔE to the lowest compared entry with this formula, charge and spin   16.2 kcal per mole
Net charge   +1


# 4
Entry from the Open Molecules 2025 dataset: a cluster of 2 separate species, C5H12O in total (the ωB97M-V functional and the def2-TZVPD basis).

```
18
Properties=species:S:1:pos:R:3:lowdin_charge:R:1
C 0.07788 -2.16498 0.69982 -0.11
C -0.88215 -0.97274 0.89015 -0.27
C -0.32482 0.37919 0.57358 -0.15
C -1.01271 1.26696 -0.14822 -0.17
C -0.73068 2.73425 -0.40091 -0.10
H 0.99598 -2.04613 1.27379 0.08
H 0.42331 -2.24502 -0.32655 0.05
H -0.51836 -3.05548 0.89379 0.07
H -1.15236 -1.00686 1.95972 0.11
H -1.84802 -1.11291 0.40629 0.10
H 0.49093 0.76045 1.17838 0.12
H -1.98559 0.99542 -0.56071 0.10
H -1.40906 3.26677 0.26105 0.07
H -0.96253 3.03182 -1.41486 0.06
H 0.26624 3.05989 -0.09585 0.07
H 2.46502 -1.18532 -2.11249 0.03
H 1.39831 -0.77823 -1.09838 -0.02
O 2.33423 -0.84893 -1.23532 -0.04
```

Properties
ΔE to the lowest compared entry with this formula, charge and spin   23.8 kcal per mole


# 5
Entry from the Open Molecules 2025 dataset: a cluster of 2 separate species, CH4NO2 in total (the ωB97M-V functional and the def2-TZVPD basis).

```
8
Properties=species:S:1:pos:R:3:lowdin_charge:R:1
C -1.00732 -1.39213 0.91387 -0.42
N 0.58336 0.76162 -0.47414 0.28
O -2.08898 -1.72713 0.75771 0.27
O 0.11559 -1.22274 1.09269 0.19
H 1.21290 0.01919 -0.23413 0.13
H 1.00520 1.23607 -1.33052 0.19
H 0.58737 1.55447 0.16541 0.16
H -0.40812 0.77065 -0.89090 0.20
```

Properties
ΔE to the lowest compared entry with this formula, charge and spin   0.0 kcal per mole
Net charge   +1


# 6
Entry from the Open Molecules 2025 dataset: a structure of composition C2H4N2 (the ωB97M-V functional and the def2-TZVPD basis).

```
8
Properties=species:S:1:pos:R:3:lowdin_charge:R:1
C 0.15085 0.10610 -1.05852 -0.13
C -0.57607 -0.49166 -0.11809 -0.28
N 0.93484 0.65753 0.09562 -0.02
N 0.17306 -0.19986 0.94645 -0.09
H -0.02850 0.38360 -2.12432 0.09
H -2.26533 -0.95419 0.34715 0.19
H 1.93937 0.49326 0.08448 0.10
H -0.32822 0.00523 1.82723 0.13
```

Properties
ΔE to the lowest compared entry with this formula, charge and spin   153.3 kcal per mole


# 7
Entry from the Open Molecules 2025 dataset: an isolated molecule of C3H2N2O2S (the ωB97M-V functional and the def2-TZVPD basis).

```
10
Properties=species:S:1:pos:R:3:lowdin_charge:R:1
C 0.83886 -0.27543 0.01223 -0.36
C -0.39710 -0.79315 -0.00645 -0.01
C -1.49714 0.11929 -0.00479 -0.84
H 2.71840 -0.39972 -0.02907 0.13
H -0.58197 -1.85785 -0.00719 0.13
N 0.13750 1.91289 0.00472 0.08
N 1.07199 1.09396 0.04136 0.10
O 1.95191 -1.00742 -0.00114 0.11
O -1.15996 1.45750 -0.02530 -0.07
S -3.08249 -0.25007 0.01563 0.72
```

Properties
ΔE to the lowest compared entry with this formula, charge and spin   89.5 kcal per mole


no.,E (eV),largest force on an atom (eV Å⁻¹),molar mass (g/mol)
1,-385439.4871,6.236,1673.6
2,-55474.9283,0.605,563.4
3,-8839.3223,0.413,104.2
4,-7426.2776,1.358,88.1
5,-6679.8939,6.056,62.0
6,-5112.3135,6.480,56.1
7,-21050.8504,0.888,130.1